[1]
This record from OMol25 describes a 8-piece molecular cluster, C45H41ClF7I2P overall. The level of theory is ωB97M-V with the def2-TZVPD basis set.

Summary:
SMILES string: C/C(I)=C(\I)[PH3]Cl.Fc1ccccc1.Fc1ccccc1.Fc1ccccc1.Fc1ccccc1.Fc1ccccc1.Fc1ccccc1.Fc1ccccc1
Energy (hartree): -3835.253110
HOMO energy (eV): -9.029
Net charge: 0
E_LUMO (Eh): -0.0222
Orbital gap (eV): 8.424

Positions of all 97 atoms, in Å:
C 3.31 -0.78 0.43
C 1.78 -1.21 0.65
I 1.43 -3.38 0.67
C 0.72 -0.32 0.83
I 1.13 1.84 0.73
P -1.09 -0.82 1.14
Cl -3.18 -1.37 1.45
H 3.74 -1.59 -0.25
H 3.42 0.21 -0.09
H 3.93 -0.85 1.39
H -0.73 -1.89 2.00
H -1.30 0.45 1.79
H -1.34 -0.97 -0.27
F -9.00 3.09 1.48
C -7.86 2.38 1.54
C -6.70 3.00 1.97
C -5.52 2.26 2.05
C -5.51 0.92 1.68
C -6.69 0.31 1.24
C -7.87 1.04 1.18
H -6.72 4.04 2.25
H -4.61 2.73 2.39
H -4.59 0.35 1.73
H -6.68 -0.73 0.95
H -8.79 0.58 0.85
F 0.17 0.60 3.46
C -0.45 0.72 4.65
C -0.34 1.90 5.37
C -0.99 2.02 6.59
C -1.73 0.96 7.09
C -1.83 -0.23 6.37
C -1.19 -0.34 5.14
H 0.25 2.72 4.96
H -0.91 2.95 7.15
H -2.23 1.05 8.05
H -2.40 -1.06 6.76
H -1.27 -1.26 4.56
F -5.19 2.09 7.01
C -6.26 1.37 6.62
C -7.04 1.82 5.57
C -8.14 1.08 5.17
C -8.45 -0.11 5.82
C -7.66 -0.56 6.88
C -6.55 0.18 7.27
H -6.79 2.76 5.08
H -8.76 1.42 4.35
H -9.32 -0.69 5.51
H -7.91 -1.48 7.39
H -5.92 -0.15 8.09
F 3.71 1.86 -6.14
C 3.08 1.29 -5.09
C 2.73 2.07 -4.00
C 2.08 1.48 -2.93
C 1.80 0.11 -2.94
C 2.16 -0.66 -4.04
C 2.80 -0.07 -5.12
H 2.96 3.13 -4.01
H 1.79 2.08 -2.07
H 1.30 -0.34 -2.10
H 1.95 -1.72 -4.05
H 3.09 -0.66 -5.99
F -0.85 -3.05 -3.09
C -0.45 -4.32 -3.28
C 0.02 -4.70 -4.52
C 0.44 -6.01 -4.72
C 0.37 -6.93 -3.67
C -0.10 -6.53 -2.42
C -0.51 -5.21 -2.23
H 0.05 -3.98 -5.33
H 0.81 -6.32 -5.69
H 0.70 -7.95 -3.82
H -0.15 -7.24 -1.61
H -0.87 -4.88 -1.26
F 3.48 5.75 -9.76
C 3.88 4.48 -9.93
C 4.35 4.07 -11.17
C 4.77 2.75 -11.34
C 4.71 1.86 -10.27
C 4.23 2.28 -9.03
C 3.82 3.60 -8.86
H 4.39 4.78 -11.99
H 5.15 2.43 -12.30
H 5.03 0.84 -10.41
H 4.18 1.59 -8.21
H 3.46 3.95 -7.90
F 7.04 -1.92 0.74
C 7.24 -1.25 1.89
C 7.98 -0.08 1.87
C 8.18 0.62 3.06
C 7.65 0.13 4.25
C 6.92 -1.05 4.26
C 6.71 -1.74 3.07
H 8.39 0.29 0.94
H 8.75 1.54 3.06
H 7.81 0.67 5.18
H 6.51 -1.44 5.19
H 6.13 -2.66 3.05

[2]
This record from OMol25 describes C10H20CeClIO3P as an isolated structure. The level of theory is ωB97M-V with the def2-TZVPD basis set.

Summary:
Energy (hartree): -2192.603171
Spin multiplicity: 2
HOMO energy (spin up / spin down) (eV): -15.195 / -15.203
<S²>: 0.75
Net charge: +2
E_LUMO (spin up / spin down) (Eh): -0.2889 / -0.2889
Orbital gap (spin up / spin down) (eV): 7.333 / 7.341

Positions of all 37 atoms, in Å:
C 0.50 4.45 -4.92
C 0.00 4.42 -3.56
H 0.26 5.44 -5.40
H 0.01 3.61 -5.47
H 1.60 4.30 -4.90
O -0.45 4.55 -2.49
I 2.38 1.68 -2.50
Ce 1.00 0.02 -0.60
P -1.82 -0.49 -0.42
C -3.13 -0.05 0.78
C -2.56 0.05 -2.01
H -1.25 -2.73 -1.10
H -3.03 -2.48 -1.12
H -2.15 -2.75 0.43
C -2.10 -2.30 -0.57
H -1.76 0.16 -2.76
H -3.29 -0.70 -2.33
H -4.13 -0.34 0.42
H -3.10 1.03 0.99
H -3.03 1.04 -1.88
H -2.94 -0.55 1.74
C -0.14 1.47 1.16
O -0.61 2.12 2.00
Cl 1.13 -2.21 -1.86
C 3.13 -2.08 3.00
C 1.77 -1.93 3.71
C 0.87 -1.07 2.80
O 1.67 -0.75 1.62
C 3.09 -1.15 1.77
H 3.94 -1.78 3.67
H 3.30 -3.12 2.71
H 1.90 -1.40 4.66
H 1.34 -2.92 3.93
H -0.06 -1.57 2.48
H 0.56 -0.12 3.27
H 3.68 -0.23 1.94
H 3.40 -1.60 0.81

[3]
This record from OMol25 describes a 3-piece molecular cluster, C22H54N8O5P3 overall. The level of theory is ωB97M-V with the def2-TZVPD basis set.

Summary:
Energy (hartree): -2708.651366
HOMO energy (eV): -9.257
Net charge: +1
E_LUMO (Eh): -0.1800
Orbital gap (eV): 4.357

Positions of all 92 atoms, in Å:
C 2.80 -1.43 0.33
C 2.10 -2.69 -0.18
O 2.22 -3.82 0.73
P 0.91 -4.27 1.53
O -0.35 -4.14 0.81
C 1.22 -6.03 1.85
C 2.57 -6.21 2.63
C 3.53 -6.96 1.74
C 4.77 -6.46 1.43
C 5.59 -7.20 0.55
N 5.24 -8.34 0.01
N 4.07 -8.79 0.38
C 3.20 -8.20 1.19
O 0.78 -3.62 2.99
C 1.40 -2.33 3.22
C 1.35 -1.99 4.70
H 3.17 -0.86 -0.52
H 2.15 -0.83 0.96
H 3.65 -1.76 0.91
H 2.65 -2.98 -1.08
H 1.08 -2.48 -0.50
H 0.37 -6.45 2.39
H 1.28 -6.47 0.86
H 3.00 -5.22 2.74
H 2.42 -6.70 3.59
H 5.11 -5.52 1.84
H 6.55 -6.79 0.28
H 3.80 -9.69 -0.01
H 2.26 -8.69 1.40
H 0.82 -1.59 2.67
H 2.44 -2.37 2.92
H 0.31 -1.85 5.00
H 1.92 -1.07 4.82
H 1.81 -2.79 5.27
O -0.68 -0.94 -1.90
P -1.71 -0.53 -2.93
N -0.91 0.80 -3.65
C -1.02 2.21 -3.33
C 0.25 0.48 -4.47
N -3.00 -0.24 -1.82
C -3.59 1.06 -1.56
C -2.95 -1.02 -0.58
N -2.79 -0.62 -4.25
C -3.25 0.47 -5.09
C -3.59 -1.84 -4.34
H -1.01 2.80 -4.26
H -0.19 2.57 -2.70
H -1.95 2.47 -2.85
H -0.05 0.20 -5.49
H 0.81 -0.36 -4.05
H 0.94 1.32 -4.54
H -2.85 1.78 -1.19
H -4.36 0.99 -0.79
H -4.13 1.46 -2.42
H -2.29 -0.55 0.17
H -2.59 -2.03 -0.76
H -3.95 -1.11 -0.16
H -3.48 1.38 -4.53
H -4.17 0.17 -5.60
H -2.52 0.72 -5.86
H -4.53 -1.75 -3.78
H -3.04 -2.69 -3.93
H -3.82 -2.09 -5.37
O -1.54 4.78 -0.93
P -0.66 5.00 0.27
N -1.18 3.71 1.27
C -2.19 3.69 2.31
C -0.79 2.38 0.81
N -1.19 6.61 0.63
C -1.92 7.02 1.82
C -1.67 7.38 -0.52
N 0.74 5.20 1.23
C 0.89 4.93 2.64
C 1.79 6.04 0.66
H -1.84 3.07 3.15
H -3.15 3.30 1.96
H -2.36 4.68 2.73
H 0.23 2.14 1.14
H -0.82 2.33 -0.28
H -1.46 1.61 1.19
H -2.88 6.49 1.91
H -2.16 8.08 1.77
H -1.33 6.91 2.73
H -2.72 7.17 -0.75
H -1.08 7.17 -1.41
H -1.57 8.45 -0.32
H 0.03 5.24 3.24
H 1.76 5.46 3.03
H 1.06 3.86 2.84
H 1.66 7.09 0.92
H 1.79 5.96 -0.43
H 2.78 5.72 0.99

[4]
This record from OMol25 describes one molecule with the formula HN3O4. The level of theory is ωB97M-V with the def2-TZVPD basis set.

Summary:
SMILES string: O=[N+]([O-])N[N+](=O)[O-]
Energy (hartree): -465.563760
HOMO energy (eV): -11.853
ΔE to the lowest compared entry with this formula, charge and spin (kcal/mol): 48.0
Net charge: 0
E_LUMO (Eh): -0.0105
Orbital gap (eV): 11.568

Positions of all 8 atoms, in Å:
N -0.12 -0.18 0.52
N 0.87 0.74 0.36
N -1.01 -0.55 -0.69
O 0.82 1.49 -0.54
O 1.74 0.62 1.21
O -1.41 0.37 -1.26
O -1.10 -1.70 -0.81
H 0.20 -0.79 1.20

[5]
This record from OMol25 describes a 15-piece molecular cluster, C66H127N15O6 overall. The level of theory is ωB97M-V with the def2-TZVPD basis set.

Summary:
Energy (hartree): -3863.379609
HOMO energy (eV): -8.035
Net charge: 0
E_LUMO (Eh): 0.0002
Orbital gap (eV): 8.040

Positions of all 214 atoms, in Å:
C -6.25 6.66 -29.99
C -5.15 6.50 -31.03
C -5.49 6.05 -32.43
C -6.69 5.19 -32.54
N -7.62 4.51 -32.66
H -6.74 7.63 -29.92
H -5.81 6.53 -29.00
H -7.06 5.95 -30.15
H -4.37 5.81 -30.72
H -4.54 7.40 -31.02
H -4.68 5.53 -32.93
H -5.75 6.92 -33.03
C -3.59 15.71 -41.77
C -2.34 15.17 -41.08
C -1.18 14.78 -42.03
C 0.08 14.47 -41.32
N 1.11 14.25 -40.81
H -4.28 15.91 -40.95
H -4.07 15.00 -42.44
H -3.43 16.67 -42.28
H -2.71 14.38 -40.43
H -1.96 15.82 -40.28
H -1.01 15.63 -42.70
H -1.57 13.95 -42.63
C 2.51 7.35 -36.88
C 1.37 6.49 -36.37
C 1.32 5.05 -36.82
C 2.46 4.25 -36.32
N 3.35 3.67 -35.93
H 3.46 6.83 -36.79
H 2.55 8.26 -36.27
H 2.52 7.57 -37.94
H 0.42 6.94 -36.67
H 1.45 6.52 -35.28
H 1.27 5.03 -37.91
H 0.40 4.62 -36.42
C -12.20 20.76 -36.62
C -12.52 20.05 -37.96
C -11.62 18.83 -38.13
C -11.79 17.82 -37.09
N -11.89 17.01 -36.29
H -12.82 21.65 -36.62
H -11.20 21.19 -36.54
H -12.39 20.18 -35.72
H -12.22 20.77 -38.72
H -13.58 19.86 -38.07
H -10.55 19.07 -38.17
H -11.90 18.31 -39.05
C -5.09 16.48 -25.00
C -4.37 17.85 -25.30
C -3.42 17.78 -26.49
C -4.05 17.33 -27.71
N -4.55 17.01 -28.69
H -5.67 16.59 -24.08
H -4.29 15.75 -24.89
H -5.77 16.21 -25.80
H -3.88 18.19 -24.39
H -5.17 18.57 -25.49
H -2.51 17.16 -26.45
H -2.99 18.76 -26.68
C -0.66 20.48 -35.05
C -2.14 20.06 -34.89
C -2.68 19.01 -35.86
C -1.73 17.87 -36.10
N -0.90 17.09 -36.21
H 0.06 19.69 -34.86
H -0.44 21.31 -34.38
H -0.46 20.83 -36.06
H -2.84 20.89 -35.00
H -2.29 19.74 -33.86
H -2.82 19.52 -36.81
H -3.68 18.66 -35.60
C 3.67 5.73 -30.73
C 3.70 7.12 -30.03
C 2.51 8.02 -30.33
C 1.22 7.40 -29.86
N 0.23 6.98 -29.49
H 2.92 5.03 -30.36
H 4.63 5.25 -30.55
H 3.64 5.73 -31.82
H 4.55 7.72 -30.32
H 3.66 6.87 -28.97
H 2.45 8.07 -31.42
H 2.67 8.97 -29.83
C -10.35 15.65 -29.19
C -9.58 15.84 -30.49
C -10.31 16.45 -31.67
C -10.85 17.78 -31.45
N -11.21 18.88 -31.24
H -9.64 15.43 -28.38
H -11.05 14.82 -29.23
H -10.92 16.54 -28.92
H -9.21 14.84 -30.73
H -8.69 16.45 -30.33
H -11.08 15.79 -32.07
H -9.68 16.59 -32.54
C 5.79 14.74 -36.65
C 4.97 14.02 -35.57
C 3.83 14.93 -35.03
C 3.21 14.41 -33.80
N 2.71 14.06 -32.84
H 5.32 14.93 -37.61
H 6.77 14.27 -36.66
H 5.99 15.72 -36.21
H 5.62 13.68 -34.75
H 4.48 13.08 -35.83
H 3.05 14.92 -35.79
H 4.09 15.94 -34.72
C -6.05 22.82 -28.79
C -5.98 22.16 -30.19
C -7.34 21.48 -30.64
C -7.30 20.76 -31.90
N -7.23 20.19 -32.89
H -7.08 23.14 -28.63
H -5.45 23.73 -28.68
H -5.82 22.07 -28.02
H -5.33 21.29 -30.34
H -5.76 22.88 -30.98
H -8.22 22.12 -30.59
H -7.60 20.73 -29.89
C -5.14 9.48 -40.79
C -5.05 9.96 -39.31
C -5.35 8.85 -38.21
C -4.51 7.66 -38.38
N -3.83 6.77 -38.47
H -4.82 10.27 -41.47
H -6.18 9.26 -41.03
H -4.52 8.61 -41.02
H -5.67 10.85 -39.18
H -4.01 10.21 -39.08
H -6.36 8.48 -38.38
H -5.35 9.23 -37.19
C -5.92 14.91 -35.95
O -4.93 14.19 -35.26
C -5.11 14.26 -33.82
C -3.85 13.80 -33.12
N -3.59 12.36 -33.39
C -2.27 12.02 -32.84
C -1.76 10.85 -33.75
O -2.01 10.97 -35.18
C -1.29 12.13 -35.68
H -6.92 14.62 -35.63
H -5.88 14.75 -37.02
H -5.82 16.00 -35.91
H -6.01 13.78 -33.42
H -5.21 15.32 -33.57
H -4.00 13.97 -32.06
H -3.02 14.42 -33.47
H -3.62 12.25 -34.40
H -2.30 11.60 -31.84
H -1.55 12.84 -32.89
H -2.24 9.94 -33.40
H -0.69 10.77 -33.56
H -1.73 13.02 -35.24
H -1.29 12.16 -36.77
H -0.25 12.10 -35.33
C -11.08 10.66 -36.36
O -10.66 10.17 -35.04
C -9.98 11.17 -34.25
C -9.70 10.55 -32.87
N -10.88 10.57 -32.06
C -10.70 10.09 -30.74
C -12.06 10.19 -30.06
O -12.86 9.20 -30.64
C -14.17 9.19 -30.13
H -11.95 11.29 -36.21
H -11.30 9.88 -37.09
H -10.32 11.29 -36.83
H -10.55 12.09 -34.13
H -9.02 11.37 -34.71
H -8.83 11.03 -32.43
H -9.32 9.55 -33.07
H -11.44 9.87 -32.53
H -10.01 10.81 -30.31
H -10.18 9.14 -30.65
H -12.51 11.17 -30.17
H -11.88 9.98 -29.00
H -14.81 8.54 -30.73
H -14.78 10.09 -30.20
H -14.15 8.84 -29.10
C -8.15 14.99 -41.60
O -8.36 16.38 -41.62
C -8.59 16.91 -42.99
C -8.26 18.45 -43.06
N -6.85 18.83 -42.89
C -6.62 20.29 -42.88
C -5.11 20.57 -42.68
O -4.66 20.24 -41.39
C -3.25 20.38 -41.26
H -9.08 14.47 -41.82
H -7.72 14.82 -40.61
H -7.36 14.74 -42.30
H -9.61 16.68 -43.28
H -7.98 16.31 -43.67
H -8.92 18.99 -42.38
H -8.50 18.81 -44.07
H -6.52 18.40 -42.04
H -7.13 20.88 -42.12
H -6.99 20.73 -43.80
H -4.89 21.62 -42.84
H -4.59 19.97 -43.42
H -2.68 19.60 -41.77
H -2.92 20.29 -40.22
H -2.88 21.35 -41.58
N -5.03 11.57 -28.89
C -5.76 12.47 -28.20
C -5.65 12.06 -26.88
C -4.71 11.07 -26.74
C -4.37 10.70 -28.02
H -4.95 11.51 -29.90
H -6.29 13.26 -28.71
H -6.31 12.35 -26.07
H -4.33 10.59 -25.85
H -3.77 9.91 -28.45

[6]
This record from OMol25 describes a 2-piece molecular cluster, C4H6N2O overall. The level of theory is ωB97M-V with the def2-TZVPD basis set.

Summary:
SMILES string: [H]/N=C1\C=CNC1=O.[H][H]
Energy (hartree): -340.720302
HOMO energy (eV): -9.130
ΔE to the lowest compared entry with this formula, charge and spin (kcal/mol): 46.8
Net charge: 0
E_LUMO (Eh): -0.0110
Orbital gap (eV): 8.830

Positions of all 13 atoms, in Å:
N -1.71 0.92 1.30
C -0.57 0.63 0.81
C -0.25 -0.81 0.38
O -0.95 -1.79 0.43
N 1.04 -0.74 -0.11
C 1.53 0.56 -0.02
C 0.64 1.41 0.51
H -1.37 -1.82 -2.69
H -1.75 1.91 1.52
H -1.45 -1.96 -1.97
H 1.53 -1.53 -0.49
H 2.54 0.77 -0.36
H 0.78 2.47 0.69

Look up the energy of the fourth one.
-465.563760 hartree

Which formula does entry 3 have?
C22H54N8O5P3

What is the formula in the fourth record?
HN3O4